Formula: C5H10O
Source: OMol25
Level of theory: ωB97M-V with the def2-TZVPD basis set

Each line ends with the Löwdin charge.
Element x y z (Å)
H 0.71104 -0.34973 -2.02934  0.086
H 0.37337 -0.76375 2.31883  0.114
H 1.97322 -1.02712 1.46127  0.115
H -1.58084 -0.19545 1.06383  0.117
O 0.28310 -1.95058 0.55534  -0.028
H -0.58155 2.08650 0.42807  0.079
H 1.63467 0.69597 -0.95295  0.087
C 0.88703 -0.96370 1.37804  -0.102
H -1.70591 -0.57857 -0.64499  0.124
H -0.87304 1.68928 -1.26890  0.071
H -2.23367 1.83061 -0.15115  0.072
C 0.25928 -0.60095 0.09941  -0.520
C 1.19781 -0.30389 -1.04791  -0.016
H 2.00203 -1.04273 -1.04599  0.089
C -1.12427 -0.00338 0.08599  -0.187
C -1.20121 1.48193 -0.24440  -0.099

## Properties
ΔE to the lowest compared entry with this formula, charge and spin	25.6	kcal/mol
LUMO level	0.0365	hartree
HOMO	-10.122	eV
2S+1	1
orbital gap	11.11	eV
total energy	-271.7119	Ha


Formula: C9H19NO13Tl
Source: OMol25
Level of theory: ωB97M-V with the def2-TZVPD basis set

Each line ends with the Löwdin charge.
Element x y z (Å)
O 3.86710 -0.34648 2.31729  0.080
H -3.31200 -1.50111 1.28101  0.110
O -0.57376 -2.33588 -3.93125  0.021
O -0.37380 -0.19851 -4.22724  0.031
H 1.60477 3.99613 2.93556  0.115
H -1.56726 -1.23642 1.31656  0.069
O -0.69792 0.74573 -0.32749  0.004
H 1.93669 -1.18932 4.32678  0.090
C 0.61599 1.03159 3.42868  -0.545
H -0.54040 -3.42271 -2.04477  0.081
H -2.22260 -1.68407 -0.16972  0.095
N 4.40080 0.71585 2.25705  -0.625
O 0.84532 -1.08422 -2.61822  -0.047
H -1.03988 3.52372 -0.80632  0.089
H 0.40664 -1.56481 3.88442  0.093
O 0.59956 0.48521 2.28897  -0.009
C -1.89668 1.00043 -0.23322  -0.543
H -2.43152 -0.62364 -4.74847  0.096
H -2.13790 3.71975 -2.25273  0.105
C 0.91646 -0.96133 4.63541  -0.011
C -1.72063 3.04188 -1.50811  -0.029
C 1.02954 3.13605 2.59283  -0.055
O 4.09958 1.42316 1.29194  0.070
C -2.46833 -1.10161 0.71823  -0.017
H -0.86810 -4.38176 -3.57288  0.101
H 0.85569 -1.19153 5.69909  0.113
H 0.09967 3.43893 2.11149  0.108
H 1.61574 2.69814 1.78492  0.081
O 0.63796 0.43307 4.58687  0.050
O -2.77630 0.22331 0.31675  0.044
H 0.14344 -3.31714 0.71749  0.024
O 5.17481 1.10013 3.08482  0.222
O 0.65598 -2.48731 0.66078  -0.131
O 0.74445 2.31800 3.64895  0.059
C 0.06989 -1.23716 -3.58923  -0.596
O -2.51369 2.15484 -0.69291  0.001
H -1.89578 0.79035 -5.52351  0.098
C -0.34749 -3.54298 -3.11080  0.014
H -0.96282 2.44291 -2.01314  0.079
H -1.24280 -0.73504 -6.02950  0.097
C -1.52697 -0.16337 -5.14601  0.014
H 0.67894 -3.90313 -3.18037  0.097
Tl 2.11778 -0.20951 -0.16019  1.263

## Properties
ΔE to the lowest compared entry with this formula, charge and spin	47.5	kcal/mol
LUMO level	-0.3660	hartree
charge	+1
HOMO	-13.116	eV
2S+1	1
orbital gap	3.16	eV
total energy	-1559.0270	Ha


Formula: C29H43CdNPSb2
Source: OMol25
Level of theory: ωB97M-V with the def2-TZVPD basis set

Each line ends with the Löwdin charge.
Element x y z (Å)
H -6.16573 -0.38129 -2.40104  0.110
C -5.51658 0.12563 -1.69998  -0.068
C 3.89075 -0.37908 0.64987  -0.169
H -1.95456 2.61202 -2.02998  -0.002
H -4.94325 -1.67493 -0.70790  0.114
C 5.13247 -0.43311 1.27545  -0.092
C -2.01744 -2.06224 -1.66046  -0.310
H 1.93900 0.96780 4.52078  0.125
H -0.47344 0.83539 5.00784  0.100
H -0.75667 -4.28355 0.81502  0.008
C -4.57606 2.13301 -0.80127  -0.061
C -4.82208 -0.59831 -0.74945  -0.069
N 0.47785 0.13726 3.23609  -0.344
H -3.87629 -1.70876 1.44856  0.072
Cd 0.75893 0.08664 0.51729  0.915
C -3.02652 2.18675 1.14066  -0.309
C 3.46217 -3.66248 -3.49616  -0.067
H -3.01006 1.74026 2.13342  0.046
C 2.80837 -1.39956 -3.97250  -0.088
H 2.82635 -0.54520 -4.63886  0.101
H 1.62644 -2.39210 -0.95671  0.058
C -3.25628 -0.85896 1.16128  -0.303
H 3.24130 1.37814 -1.65565  0.032
C -5.38712 1.50781 -1.73029  -0.068
H 2.91547 1.51395 -3.40288  0.047
H -1.18929 -2.54127 -2.18291  0.004
Sb -1.44070 -1.71665 0.35514  1.248
C -0.41319 4.13209 1.56288  -0.311
H -0.42123 1.41897 -3.49649  0.023
H -0.80334 1.77109 3.54192  0.052
C -3.98001 0.01604 0.17933  -0.291
H -3.40558 3.20403 1.23921  0.072
C -1.59808 -3.68075 1.15006  -0.308
H 0.69226 0.56943 -4.58421  0.048
H -1.08732 4.95270 1.32379  0.016
H 1.46839 1.95794 3.13871  0.112
H -2.97196 -0.33260 2.06984  0.025
H 3.82902 -0.69232 -0.38803  0.064
C 3.47190 -2.55828 -4.33936  -0.066
H -2.24144 -1.10731 -2.13216  -0.001
H -2.52942 -4.12897 0.80844  0.016
H 3.99945 -2.60106 -5.28281  0.111
H 0.88824 -1.25059 4.79367  0.100
C -0.64203 0.76071 3.92400  -0.113
H -0.59739 -0.32293 -3.75679  0.032
H 2.79426 -4.45964 -1.62088  0.109
C -3.86312 1.41343 0.16034  -0.289
H -2.89704 -2.70023 -1.71049  0.016
H -1.58946 -3.63515 2.23712  0.002
Sb -0.98924 2.39874 0.47140  1.261
C 2.79240 -3.60482 -2.28402  -0.071
C 4.12532 0.35953 3.29988  -0.051
C 2.46431 1.50156 -2.41039  -0.264
H -1.54972 0.17567 3.76605  0.073
H 6.00106 -0.77135 0.72463  0.103
C 0.66247 -1.22855 3.71826  -0.101
H -5.93261 2.09509 -2.45641  0.109
H 4.21196 0.64036 4.34381  0.111
H 1.48385 -1.70388 3.18378  0.083
H 1.96977 2.45924 -2.23564  0.033
H -0.44794 3.54989 -1.90636  -0.002
C -1.38627 3.30420 -1.41177  -0.312
C 2.75237 0.05365 1.32659  -0.248
C 0.12268 0.48823 -3.65791  -0.254
H -1.96460 4.21481 -1.26453  0.019
C 5.24975 -0.06247 2.60489  -0.082
H 0.60546 4.40325 1.29204  0.012
C 1.69505 0.93063 3.44793  -0.203
H -0.24986 -1.80575 3.55202  0.065
H -4.50347 3.21448 -0.80180  0.114
C 2.12795 -1.33054 -2.75682  -0.407
H 6.20871 -0.10835 3.10385  0.105
H -0.45108 3.93057 2.63164  -0.003
C 2.88859 0.42400 2.66871  -0.306
P 1.23178 0.16579 -2.24037  0.795
C 2.12930 -2.44173 -1.91786  -0.138
H 3.98206 -4.56600 -3.78502  0.111

## Properties
ΔE to the lowest compared entry with this formula, charge and spin	2.3	kcal/mol
LUMO level	-0.0730	hartree
charge	+1
HOMO	-10.837	eV
2S+1	1
orbital gap	8.85	eV
total energy	-2174.9416	Ha


Formula: C3H7ClO2PS
Source: OMol25
Level of theory: ωB97M-V with the def2-TZVPD basis set

Each line ends with the Löwdin charge.
Element x y z (Å)
Cl 3.46004 -1.39427 -0.48590  0.504
H -0.76163 -0.59209 -1.82449  0.141
H 0.29751 0.47557 -0.94724  0.036
H -0.74305 -1.71624 -0.07054  0.127
C -1.00229 -0.68625 0.25085  -0.113
P 2.32269 0.04844 0.26893  0.120
C -0.82210 0.21375 -1.03574  -0.305
O -1.72845 1.23057 -1.03050  0.025
O 1.18960 -0.75646 0.99749  -0.374
S 2.26731 1.91891 0.08557  0.545
H 0.03012 0.92710 1.25474  0.063
C -0.08350 -0.11215 1.39910  -0.124
H -2.03318 1.51071 -1.85634  0.084
H -0.36109 -0.42571 2.43586  0.154
H -2.03199 -0.64188 0.55820  0.117

## Properties
ΔE to the lowest compared entry with this formula, charge and spin	33.9	kcal/mol
LUMO level	-0.2328	hartree
charge	+1
HOMO	-14.103	eV
2S+1	1
orbital gap	7.77	eV
total energy	-1468.4229	Ha


Formula: C4H10N2O
Source: OMol25
Level of theory: ωB97M-V with the def2-TZVPD basis set

Each line ends with the Löwdin charge.
Element x y z (Å)
H -1.25948 -0.98022 1.21609  0.114
C 0.51299 -0.02910 -1.41291  -0.191
C 0.84124 -0.81445 1.73373  -0.094
H 1.46105 0.02699 2.05608  0.084
C -0.56191 -0.24499 1.62457  -0.212
H -1.37043 1.52822 0.84389  0.132
H 0.95048 -1.57251 2.50422  0.072
H -0.82891 -0.78780 -2.65837  0.066
H 1.26770 -1.25943 0.84394  0.053
H 0.44416 -0.98062 -0.90527  0.083
H -0.61534 0.71564 -2.89991  0.058
N -0.05448 -0.12902 -2.76424  0.000
H 1.55884 0.26716 -1.53037  0.108
N -0.61467 0.88178 0.65856  0.036
H -0.87027 0.24067 2.54210  0.113
C -0.13296 1.15114 -0.59104  -0.433
O -0.72801 1.98653 -1.26107  0.013

## Properties
ΔE to the lowest compared entry with this formula, charge and spin	41.8	kcal/mol
LUMO level	0.0290	hartree
HOMO	-9.271	eV
2S+1	1
orbital gap	10.06	eV
total energy	-343.1349	Ha


Formula: C18H41BrNO7
Source: OMol25
Level of theory: ωB97M-V with the def2-TZVPD basis set

Each line ends with the Löwdin charge.
Element x y z (Å)
O -7.54884 3.76099 3.22245  -0.065
O -1.28050 -0.45584 -3.31076  -0.076
H 4.11022 2.05616 1.57992  0.084
H -5.90092 3.51524 2.00000  0.104
C 0.81927 -1.48986 1.28122  -0.113
H 3.98331 1.50033 -0.11519  0.075
H 0.64345 -1.24913 -0.80131  0.119
H 4.25358 -2.09935 -4.17548  0.119
H -3.00067 -0.58979 0.57665  0.099
H 0.45644 -1.04947 2.20774  0.093
H 2.40050 -1.99409 -2.61697  0.046
H -4.54937 2.95175 4.06100  0.009
H 2.26830 1.92595 3.02279  0.089
H 4.63742 -0.47902 -2.22005  0.104
H 3.65508 -2.66291 2.82506  0.083
C -1.99862 -0.68159 1.00185  -0.287
H 2.25081 -3.63779 2.38982  0.087
H -1.85726 -1.74330 1.20790  0.109
H 0.91735 1.47017 -0.23864  0.120
C 1.48004 0.55415 -0.04898  -0.083
H -7.27356 3.22738 3.97683  0.076
H -0.38745 -2.27673 -3.16758  0.108
C -2.27317 -2.47600 -4.19887  -0.237
C 3.43402 1.83718 0.75928  -0.033
H 2.28410 -3.25226 -0.10537  0.098
C 2.58643 -2.62740 2.62775  -0.021
H 1.05680 0.67782 2.93168  0.062
H -2.66982 -1.71167 -5.95394  0.089
H 3.92815 -2.69857 0.35060  0.090
H -0.41019 -1.59098 -4.79646  0.116
H -1.06555 0.93147 -0.04341  0.088
H -2.86592 -2.60671 -3.29381  0.123
C 1.56908 1.43499 2.34405  -0.007
C -2.01222 0.08637 2.31654  -0.559
C -5.37449 4.68251 3.72453  -0.248
O -5.07692 3.57440 4.57216  -0.089
H -1.33263 -0.48069 -1.01824  0.087
C -1.00453 -0.15725 -0.03204  -0.157
O 2.29442 -2.26057 -3.53857  -0.070
C -6.35813 4.27477 2.64945  -0.258
H 2.12298 0.41804 -0.91777  0.093
H 2.49356 0.37455 -3.83766  0.126
C 3.44300 -0.15198 -3.74254  -0.218
C 2.36022 0.83383 1.17139  -0.460
C -0.99992 -1.72671 -3.88094  -0.251
H 2.92103 2.76503 0.49461  0.095
H 3.00362 -1.55659 -5.31276  0.121
H -2.04925 -3.46092 -4.61904  0.121
H -1.02028 0.33889 2.67170  0.018
O -3.09200 -1.71678 -5.09001  -0.068
C 2.90068 -2.39747 0.16813  -0.014
H -6.63154 5.13335 2.03524  0.120
H 2.91640 -1.70620 -0.67739  0.051
H 4.20858 0.39573 -4.29997  0.122
H -4.46011 5.09069 3.28149  0.117
H -2.56395 -0.43197 3.09336  0.062
C 2.32321 -1.72348 1.41548  -0.483
H -5.82096 5.43955 4.36838  0.122
C 0.47735 -0.61578 0.07276  -0.249
Br -2.88101 1.82653 2.09068  0.681
N 3.01618 -0.42858 1.65683  -0.121
H -2.05515 -0.10369 -3.76447  0.084
H 2.04549 -2.27929 3.50568  0.085
H 0.86637 2.19053 1.99600  0.091
H 0.36706 -2.47586 1.17208  0.130
C 3.29721 -1.56621 -4.26273  -0.238
O 4.28572 -0.49490 1.60220  -0.018
O 3.73751 -0.16096 -2.34437  -0.093

## Properties
<S²>	0.75
LUMO level (spin up / spin down)	0.0187 / 0.0186	hartree
HOMO (spin up / spin down)	-7.927 / -9.312	eV
2S+1	2
orbital gap (spin up / spin down)	8.44 / 9.82	eV
total energy	-3865.7864	Ha